# C58H50AgN5O2S2

A molecular structure, C58H50AgN5O2S2 (ωB97M-V with the def2-TZVPD basis set, OMol25).

* LUMO energy: -0.0107 Ha
* Kohn-Sham gap: 0.220 Ha
* HOMO level: -0.231 hartree
* multiplicity: 1
* F_max: 0.029 hartree/bohr
* net charge: 0
* energy relative to the best compared isomer or geometry (same formula, charge and spin): 36.8 kcal/mol

CARTESIAN COORDINATES (ANGSTROEM)
Ag: 0.474 -1.089 0.686
C: -1.971 -2.366 -4.574
C: -0.772 -1.817 -4.095
N: -0.196 -2.185 -2.980
C: -0.725 -3.205 -2.280
C: -1.878 -3.911 -2.738
C: -2.521 -3.416 -3.892
C: -2.318 -5.062 -2.066
C: -1.618 -5.515 -0.974
C: -0.522 -4.814 -0.488
C: -0.073 -3.626 -1.075
N: 0.960 -2.912 -0.531
C: 1.926 -3.672 0.100
C: 2.769 -4.486 -0.643
C: 3.734 -5.289 -0.040
C: 3.844 -5.346 1.327
C: 2.990 -4.569 2.131
C: 2.984 -4.658 3.538
C: 2.068 -3.932 4.250
C: 1.198 -3.078 3.560
N: 1.206 -2.928 2.254
C: 2.058 -3.682 1.524
H: -2.430 -1.962 -5.464
H: -0.275 -1.031 -4.650
H: -3.435 -3.888 -4.229
H: -3.186 -5.593 -2.433
H: -1.932 -6.417 -0.465
H: -0.024 -5.160 0.406
H: 2.650 -4.488 -1.716
H: 4.390 -5.883 -0.662
H: 4.554 -6.005 1.804
H: 3.685 -5.321 4.027
H: 2.002 -4.000 5.325
H: 0.464 -2.508 4.116
C: -3.832 1.827 -6.367
C: -3.183 1.496 -5.057
C: -3.907 0.950 -4.004
C: -3.268 0.536 -2.849
C: -1.896 0.664 -2.730
C: -1.167 1.247 -3.754
C: -1.811 1.671 -4.901
S: -1.113 -0.186 -1.319
O: -1.952 0.140 -0.145
C: 0.328 0.904 -1.247
C: 1.523 0.334 -1.735
C: 2.622 1.127 -1.922
C: 2.583 2.501 -1.592
C: 3.667 3.365 -1.853
C: 3.626 4.680 -1.483
C: 2.518 5.180 -0.785
C: 1.441 4.375 -0.539
C: 1.418 3.037 -0.983
C: 0.253 2.219 -0.863
C: -0.950 2.850 -0.285
C: -1.547 3.968 -0.935
C: -1.262 4.310 -2.273
C: -1.817 5.423 -2.842
C: -2.680 6.249 -2.105
C: -2.999 5.926 -0.816
C: -2.457 4.777 -0.204
C: -2.753 4.452 1.136
C: -2.233 3.328 1.710
C: -1.371 2.504 0.976
S: -0.640 1.071 1.807
O: -0.090 1.661 3.045
C: -2.106 0.145 2.356
C: -1.749 -1.109 2.824
C: -2.706 -2.013 3.240
C: -4.052 -1.671 3.193
C: -5.116 -2.632 3.628
C: -4.398 -0.405 2.730
C: -3.441 0.501 2.304
H: -4.916 1.786 -6.299
H: -3.513 1.105 -7.120
H: -3.535 2.815 -6.712
H: -4.975 0.815 -4.092
H: -3.823 0.096 -2.033
H: -0.096 1.356 -3.670
H: -1.232 2.114 -5.699
H: 1.511 -0.710 -2.031
H: 3.530 0.713 -2.334
H: 4.532 2.969 -2.365
H: 4.451 5.340 -1.709
H: 2.511 6.206 -0.448
H: 0.600 4.767 0.008
H: -0.607 3.677 -2.853
H: -1.599 5.667 -3.871
H: -3.086 7.140 -2.562
H: -3.667 6.550 -0.241
H: -3.401 5.107 1.699
H: -2.421 3.085 2.745
H: -0.696 -1.368 2.861
H: -2.403 -2.991 3.591
H: -4.745 -3.653 3.602
H: -5.989 -2.553 2.983
H: -5.426 -2.406 4.649
H: -5.443 -0.129 2.688
H: -3.754 1.453 1.907
C: 3.151 0.659 1.687
C: 3.971 1.804 2.329
N: 4.373 1.422 3.675
C: 5.208 0.229 3.607
C: 4.436 -0.917 2.909
N: 3.075 -0.477 2.602
C: 2.430 -0.066 3.850
C: 3.191 1.123 4.475
H: 3.600 0.306 0.755
H: 2.132 0.998 1.484
H: 3.373 2.715 2.399
H: 4.877 2.029 1.759
H: 5.481 -0.043 4.629
H: 6.124 0.490 3.073
H: 4.372 -1.801 3.544
H: 4.917 -1.212 1.976
H: 2.427 -0.930 4.517
H: 1.403 0.219 3.626
H: 3.525 0.898 5.491
H: 2.561 2.014 4.508